The following is a DFT calculation (the ωB97M-V functional and the def2-TZVPD basis) of C3H7NO as an isolated structure at a distorted geometry.

CARTESIAN COORDINATES (ANGSTROEM)
O -1.85 0.42 -0.96
N 0.82 -1.53 0.57
C 0.12 1.39 0.29
C -0.14 -1.05 -0.30
C -0.61 0.24 -0.35
H 1.19 1.40 0.06
H 0.95 -2.53 0.61
H 0.03 1.35 1.38
H -0.83 0.67 -1.61
H -0.28 2.34 -0.06
H -0.77 -1.82 -0.72
H 1.38 -0.87 1.08

Calculated values
**Frontier orbital gap**: 8.0 eV
**E_LUMO**: 0.8 eV
**Total charge**: 0
**HOMO level**: -7.192 eV